ORCA calculation (the ωB97M-V functional and the def2-TZVPD basis) on a single C9H14O molecule.

Output
* total energy: -11602.797 eV
* frontier orbital gap (alpha / beta): 7.4 / 8.3 eV
* LUMO energy (alpha / beta): -0.0075 / 0.0075 hartree

Structure (XYZ):
```
24
Properties=species:S:1:pos:R:3:lowdin_charge:R:1
C 1.0957 -0.6914 -0.0865 -0.456
C 2.1116 -1.0372 -1.1683 -0.049
C 1.1515 -1.6583 1.0812 -0.052
C -1.6855 2.0376 1.2100 -0.014
C -1.2831 2.0692 -0.2460 -0.422
C 0.8567 0.7104 0.2640 -0.034
C -0.1294 1.2000 -0.6976 -0.140
C -0.4458 -0.4760 -0.8622 -0.192
C -1.6190 -1.0806 -0.4119 0.044
O -1.8886 2.7310 -1.0622 0.081
H 0.5871 0.8602 1.3056 0.097
H 0.1906 1.5338 -1.6798 0.135
H -0.1166 -0.6084 -1.8842 0.122
H 1.9184 -2.0297 -1.5826 0.088
H 2.0973 -0.3088 -1.9805 0.083
H 1.0422 -2.6881 0.7332 0.086
H 2.1152 -1.5798 1.5910 0.087
H 0.3563 -1.4621 1.8016 0.079
H 3.1172 -1.0354 -0.7406 0.085
H -2.6353 2.5541 1.3307 0.086
H -1.7712 1.0059 1.5613 0.079
H -0.9260 2.5348 1.8205 0.090
H -1.5850 -2.0436 0.0814 0.057
H -2.5542 -0.5376 -0.3780 0.061
```